# C12H17Cl2CoN

A molecular structure, C12H17Cl2CoN at a distorted geometry (ωB97M-V/def2-TZVPD, the Open Molecules 2025 dataset).

Each line ends with the Mulliken charge.
Atoms and positions in Å:
1 Co 0.171 1.977 3.513  0.21
2 Cl -0.434 2.930 1.656  -0.46
3 Cl 2.247 1.383 3.200  -0.50
4 C 1.502 -0.368 -0.699  -0.71
5 H 1.804 -1.012 0.142  0.23
6 H 1.855 0.669 -0.542  0.06
7 C 0.086 -0.561 -1.225  -0.02
8 C 1.356 -0.906 -2.045  0.06
9 H -0.433 -1.403 -0.750  0.39
10 C 1.822 0.017 -3.159  -0.79
11 H 1.565 -1.979 -2.159  0.40
12 C 1.327 1.430 -2.968  -0.82
13 H 2.923 0.006 -3.151  0.29
14 H 1.506 -0.374 -4.132  0.39
15 C -0.203 1.457 -2.775  -0.67
16 H 1.806 1.880 -2.095  0.30
17 H 1.588 2.032 -3.848  0.37
18 C -0.762 0.619 -1.602  -0.47
19 H -0.527 2.498 -2.651  0.35
20 H -0.658 1.091 -3.708  0.28
21 H -0.891 1.261 -0.711  -0.03
22 H -1.764 0.275 -1.903  0.36
23 C -2.076 -2.200 2.882  -0.36
24 C -2.711 -0.962 2.815  -0.54
25 C -1.966 0.206 2.843  -0.28
26 N -0.644 0.166 3.145  -0.17
27 C 0.020 -1.001 2.949  -0.18
28 C -0.681 -2.205 2.886  -0.61
29 H -2.636 -3.132 2.942  0.35
30 H -3.788 -0.877 2.783  0.37
31 H -2.408 1.179 2.629  0.42
32 H 1.110 -0.975 2.853  0.41
33 H -0.104 -3.122 2.883  0.36

Properties
Net charge: -1
F_max: 0.044 Eh/bohr
E_HOMO (alpha / beta): -1.07 / -5.46 eV
Energy: -76882.8203 eV
2S+1: 5
⟨S²⟩: 6.02



# C20H36O18PS2Tl

A molecular structure, C20H36O18PS2Tl at a distorted geometry (ωB97M-V/def2-TZVPD, the Open Molecules 2025 dataset).

Each line ends with the Mulliken charge.
Atoms and positions in Å:
1 Tl 3.061 -4.587 3.108  0.94
2 P 1.299 -1.367 1.249  0.74
3 O 2.895 -1.699 0.996  -0.37
4 O 1.216 -1.364 2.864  -0.47
5 O 0.842 -2.782 0.800  -0.42
6 O 0.591 -0.139 0.539  -0.40
7 C -2.013 2.289 4.143  -1.37
8 C -0.454 2.522 4.423  0.37
9 C 0.382 3.228 3.377  -0.12
10 O 0.938 4.324 4.071  -0.35
11 C 0.473 4.339 5.340  0.64
12 O 0.791 5.203 6.097  -0.55
13 O -0.441 3.424 5.488  -0.34
14 H -2.116 1.747 3.202  0.37
15 H -2.469 3.223 3.815  0.40
16 H -2.541 1.867 4.999  0.33
17 H -0.014 1.653 4.910  0.24
18 H -0.195 3.353 2.461  0.18
19 H 1.268 2.655 3.104  0.19
20 C -4.103 3.323 -0.956  -1.18
21 C -2.821 4.054 -1.492  0.31
22 C -2.628 4.296 -2.994  -0.38
23 O -3.397 5.492 -3.197  -0.34
24 C -3.399 6.205 -2.056  0.66
25 O -3.752 7.398 -1.839  -0.60
26 O -2.984 5.393 -1.069  -0.34
27 H -3.917 2.259 -1.098  0.27
28 H -4.997 3.610 -1.509  0.32
29 H -4.118 3.443 0.127  0.33
30 H -1.962 3.545 -1.055  0.32
31 H -3.057 3.431 -3.500  0.32
32 H -1.608 4.574 -3.257  0.30
33 C -1.624 -2.986 -3.392  -1.16
34 C -2.894 -3.049 -2.450  0.42
35 C -2.819 -2.016 -1.290  -0.30
36 O -4.193 -1.580 -1.310  -0.33
37 C -4.825 -1.834 -2.382  0.73
38 O -6.030 -1.570 -2.635  -0.64
39 O -3.992 -2.489 -3.175  -0.37
40 H -0.767 -3.573 -3.060  0.36
41 H -1.262 -1.960 -3.328  0.21
42 H -1.792 -3.219 -4.443  0.34
43 H -3.117 -4.079 -2.171  0.31
44 H -2.283 -1.098 -1.531  0.21
45 H -2.488 -2.464 -0.353  0.21
46 C 3.958 1.642 -1.816  -1.40
47 C 3.193 0.881 -2.871  0.73
48 C 1.931 1.611 -3.379  -0.35
49 O 2.208 1.470 -4.798  -0.32
50 C 3.386 1.083 -5.134  0.69
51 O 3.797 1.186 -6.320  -0.63
52 O 4.036 0.672 -4.014  -0.35
53 H 4.795 1.116 -1.357  0.31
54 H 3.358 1.870 -0.936  0.35
55 H 4.250 2.588 -2.273  0.38
56 H 2.761 -0.032 -2.463  0.16
57 H 1.770 2.635 -3.041  0.22
58 H 1.040 1.061 -3.074  0.20
59 C 6.836 -3.107 -1.095  -0.86
60 S 5.909 -4.718 -1.520  0.45
61 O 5.076 -5.044 -0.350  -0.57
62 C 4.761 -4.010 -2.835  -0.78
63 H 6.080 -2.336 -0.945  0.21
64 H 7.447 -2.852 -1.961  0.39
65 H 7.422 -3.469 -0.251  0.32
66 H 5.395 -3.272 -3.327  0.29
67 H 3.969 -3.466 -2.321  0.21
68 H 4.466 -4.812 -3.512  0.35
69 C -2.381 -4.124 3.929  -0.82
70 S -1.706 -4.214 5.606  0.45
71 O -0.211 -4.316 5.565  -0.59
72 C -2.155 -2.472 6.030  -0.82
73 H -3.445 -3.889 3.958  0.39
74 H -2.139 -5.078 3.460  0.32
75 H -1.949 -3.336 3.313  0.20
76 H -3.233 -2.314 5.997  0.36
77 H -1.660 -1.881 5.260  0.16
78 H -1.649 -2.066 6.906  0.36

Properties
F_max: 0.105 Eh/bohr
E_HOMO: -9.70 eV
Energy: -93824.5438 eV



# C65H140F15N7O15S2

12 unconnected molecules or ions with the total composition C65H140F15N7O15S2 at a distorted geometry (ωB97M-V/def2-TZVPD, the Open Molecules 2025 dataset).

Each line ends with the Mulliken charge.
Atoms and positions in Å:
1 C 7.169 -18.510 21.977  -0.60
2 C 8.538 -18.262 21.283  -0.95
3 C 9.301 -17.167 21.910  0.76
4 C 10.041 -17.555 23.185  -0.77
5 N 10.965 -16.496 23.810  0.70
6 C 11.498 -17.007 25.104  -0.63
7 C 11.763 -15.766 25.943  -0.71
8 C 11.125 -14.539 25.186  0.65
9 C 10.211 -15.265 24.216  1.39
10 C 12.047 -16.155 22.824  -0.86
11 H 6.605 -19.288 21.498  0.50
12 H 6.575 -17.568 21.853  -0.13
13 H 7.104 -18.705 23.073  0.14
14 H 8.333 -17.973 20.244  0.34
15 H 9.217 -19.137 21.239  0.38
16 H 8.644 -16.323 22.224  -0.52
17 H 10.041 -16.683 21.250  0.43
18 H 10.782 -18.387 23.025  0.46
19 H 9.307 -17.828 23.933  -0.04
20 H 12.288 -17.720 25.007  0.52
21 H 10.683 -17.541 25.524  0.05
22 H 12.800 -15.503 26.193  0.41
23 H 11.152 -15.999 26.845  0.40
24 H 11.853 -14.013 24.572  0.26
25 H 10.522 -13.888 25.806  -0.54
26 H 9.991 -14.639 23.341  0.03
27 H 9.263 -15.557 24.693  -1.53
28 H 12.084 -16.942 22.086  0.48
29 H 13.055 -16.118 23.248  0.34
30 H 11.891 -15.189 22.347  0.19
31 C 12.468 -11.777 27.638  -1.24
32 C 11.224 -12.099 28.464  -0.69
33 C 10.131 -11.137 28.060  0.57
34 C 8.961 -11.270 29.031  -1.67
35 N 7.635 -10.768 28.645  1.19
36 C 6.581 -10.907 29.770  -0.93
37 C 5.258 -11.211 29.078  -0.34
38 C 5.616 -11.266 27.515  0.45
39 C 7.084 -11.588 27.459  -1.15
40 C 7.740 -9.457 28.089  -0.87
41 H 12.671 -10.726 27.783  0.48
42 H 12.260 -11.879 26.554  0.09
43 H 13.372 -12.309 27.997  0.37
44 H 11.487 -12.008 29.523  0.49
45 H 10.905 -13.137 28.409  0.42
46 H 9.864 -11.439 27.057  -0.28
47 H 10.469 -10.106 28.031  0.52
48 H 9.253 -10.748 29.943  0.51
49 H 8.889 -12.320 29.333  0.37
50 H 6.644 -9.989 30.337  0.31
51 H 6.976 -11.722 30.398  0.33
52 H 4.503 -10.458 29.233  0.27
53 H 4.982 -12.195 29.354  0.32
54 H 5.364 -10.305 27.038  -0.17
55 H 5.019 -12.064 26.994  0.40
56 H 7.686 -11.347 26.594  -0.27
57 H 7.354 -12.609 27.624  0.23
58 H 8.224 -8.792 28.810  0.40
59 H 6.780 -9.046 27.795  0.22
60 H 8.330 -9.500 27.167  0.34
61 C 6.248 -16.582 16.114  -1.42
62 C 5.144 -16.949 17.043  -0.39
63 C 3.886 -16.069 17.030  -0.33
64 C 4.327 -14.664 17.391  0.17
65 N 3.220 -13.643 17.613  1.00
66 C 2.090 -13.995 18.572  -0.36
67 C 0.986 -12.992 18.264  -0.49
68 C 1.142 -12.604 16.732  -0.86
69 C 2.393 -13.379 16.337  -0.68
70 C 3.870 -12.360 18.032  -1.11
71 H 6.648 -15.566 16.287  0.25
72 H 5.944 -16.759 15.100  0.36
73 H 7.017 -17.347 16.278  0.42
74 H 5.390 -16.968 18.102  0.07
75 H 4.906 -17.972 16.810  0.60
76 H 3.177 -16.517 17.732  0.05
77 H 3.437 -16.129 16.043  0.33
78 H 4.898 -14.209 16.566  0.20
79 H 4.980 -14.705 18.290  -0.27
80 H 2.361 -14.013 19.620  -0.03
81 H 1.834 -14.986 18.214  0.45
82 H 1.239 -12.147 18.946  0.07
83 H 0.018 -13.317 18.619  0.65
84 H 1.340 -11.540 16.506  0.30
85 H 0.312 -12.907 16.159  0.39
86 H 3.083 -12.880 15.636  0.43
87 H 2.088 -14.316 15.889  0.39
88 H 4.283 -12.574 19.018  0.06
89 H 3.146 -11.623 18.221  0.61
90 H 4.663 -12.142 17.286  0.35
91 C 3.980 -6.235 22.476  -1.61
92 C 4.513 -7.471 21.833  0.72
93 C 6.015 -7.280 21.568  -0.94
94 C 6.660 -8.415 20.810  -0.55
95 N 7.988 -8.190 20.335  1.27
96 C 8.073 -7.281 19.102  -0.50
97 C 8.276 -8.195 17.878  -0.84
98 C 9.223 -9.226 18.515  -0.66
99 C 8.609 -9.480 19.829  0.70
100 C 8.930 -7.660 21.379  -1.14
101 H 4.094 -5.304 21.894  0.43
102 H 4.657 -6.009 23.338  0.36
103 H 2.923 -6.349 22.690  0.35
104 H 4.006 -7.777 20.900  0.41
105 H 4.364 -8.305 22.527  -0.41
106 H 6.598 -7.125 22.501  0.57
107 H 6.189 -6.367 20.988  0.34
108 H 6.104 -8.678 19.901  0.40
109 H 6.669 -9.274 21.495  -0.48
110 H 9.044 -6.820 19.274  0.42
111 H 7.215 -6.594 19.072  0.29
112 H 8.724 -7.576 17.128  0.54
113 H 7.378 -8.593 17.426  0.27
114 H 10.198 -8.732 18.662  0.30
115 H 9.354 -10.131 17.991  0.57
116 H 9.221 -9.847 20.630  -0.12
117 H 7.801 -10.211 19.738  -0.95
118 H 8.836 -8.144 22.322  0.19
119 H 8.735 -6.624 21.601  0.36
120 H 9.937 -7.755 20.993  0.58
121 C 4.246 -14.270 23.957  -0.49
122 N 5.299 -13.786 23.005  1.61
123 C 6.524 -14.613 23.055  0.35
124 C 4.624 -13.877 21.735  -1.25
125 C 5.668 -12.395 23.320  1.52
126 C 4.840 -11.291 22.765  -0.38
127 O 3.404 -11.235 22.977  0.24
128 H 3.424 -13.592 23.804  -0.09
129 H 4.656 -14.157 24.946  -0.86
130 H 3.907 -15.269 23.734  0.58
131 H 7.102 -14.342 23.874  0.02
132 H 7.154 -14.515 22.165  -0.60
133 H 6.178 -15.633 23.240  0.16
134 H 5.398 -13.644 21.048  0.19
135 H 3.786 -13.201 21.577  0.26
136 H 4.165 -14.836 21.605  0.53
137 H 6.691 -12.181 23.124  -0.35
138 H 5.651 -12.373 24.420  -0.38
139 H 4.891 -11.194 21.670  0.50
140 H 5.347 -10.353 23.149  -0.22
141 H 3.210 -11.126 23.972  -0.64
142 C 0.223 -11.525 23.355  -1.47
143 N -0.545 -10.266 23.351  0.64
144 C 0.320 -9.322 22.577  -0.76
145 C -1.879 -10.286 22.728  -0.91
146 C -0.702 -9.798 24.768  -0.46
147 C -1.098 -10.872 25.783  -0.52
148 O -2.134 -11.690 25.205  -0.57
149 H -0.407 -12.365 23.605  0.45
150 H 0.999 -11.527 24.106  -0.03
151 H 0.638 -11.816 22.406  0.86
152 H 0.305 -9.628 21.544  0.37
153 H 1.382 -9.413 22.860  0.15
154 H -0.028 -8.317 22.697  0.42
155 H -1.841 -10.586 21.672  0.35
156 H -2.250 -9.274 22.760  0.42
157 H -2.532 -10.995 23.257  0.25
158 H -1.393 -8.991 24.801  0.62
159 H 0.300 -9.389 25.001  0.18
160 H -1.387 -10.314 26.656  0.61
161 H -0.307 -11.573 26.010  0.02
162 H -2.366 -12.378 25.837  0.37
163 C 1.998 -14.027 28.106  -0.35
164 N 1.511 -15.420 28.509  0.97
165 C 1.586 -16.392 27.331  -0.79
166 C 2.429 -15.843 29.656  -0.83
167 C 0.025 -15.300 28.871  -0.47
168 C -0.569 -16.548 29.453  -0.70
169 O -0.147 -16.642 30.758  -0.56
170 H 3.089 -14.030 28.225  0.01
171 H 1.574 -13.292 28.803  -0.07
172 H 1.698 -13.821 27.079  0.11
173 H 1.299 -15.759 26.509  0.24
174 H 0.925 -17.233 27.556  0.15
175 H 2.617 -16.782 27.216  0.15
176 H 2.204 -15.177 30.462  0.47
177 H 3.424 -15.868 29.301  0.09
178 H 2.233 -16.798 30.056  0.34
179 H -0.564 -15.103 28.008  0.27
180 H 0.004 -14.498 29.608  0.38
181 H -0.378 -17.471 28.922  0.37
182 H -1.643 -16.491 29.489  0.45
183 H -0.134 -17.528 31.085  0.33
184 C 9.201 -13.321 19.405  0.58
185 F 9.610 -13.909 18.315  -0.21
186 F 9.456 -14.144 20.431  -0.23
187 F 9.981 -12.219 19.550  -0.22
188 S 7.417 -12.902 19.386  1.12
189 O 7.345 -12.200 20.655  -1.08
190 O 7.243 -12.065 18.178  -0.77
191 O 6.763 -14.229 19.368  -0.19
192 C 10.678 -11.163 23.339  -0.01
193 F 10.864 -10.148 22.483  -0.21
194 F 10.675 -12.274 22.645  -0.11
195 F 11.640 -11.141 24.266  -0.26
196 S 9.040 -10.905 24.176  1.15
197 O 9.291 -9.841 25.152  -0.82
198 O 8.248 -10.548 22.997  -0.72
199 O 8.756 -12.255 24.686  0.06
200 C 7.513 -16.556 26.727  -0.16
201 O 7.016 -17.691 27.447  -0.37
202 O 7.995 -16.800 25.585  -0.50
203 C 6.226 -15.703 26.619  0.19
204 F 6.496 -14.441 26.067  0.46
205 F 5.140 -16.184 25.964  -0.17
206 F 5.642 -15.307 27.867  -0.39
207 C 7.826 -18.881 27.294  0.18
208 C 7.036 -19.966 27.968  -1.36
209 H 5.979 -19.975 27.793  0.34
210 H 7.628 -20.903 27.742  0.35
211 H 7.158 -19.869 29.075  0.31
212 H 8.818 -18.789 27.793  0.20
213 H 7.947 -19.082 26.240  0.04
214 H 8.054 -15.829 27.378  -0.06
215 C 2.563 -10.379 26.512  0.28
216 O 1.213 -9.995 26.958  -0.22
217 O 2.550 -11.341 25.619  0.20
218 C 3.352 -9.092 25.915  -0.26
219 F 4.013 -8.446 26.908  -0.27
220 F 4.251 -9.373 24.953  0.11
221 F 2.432 -8.278 25.338  -0.35
222 C 1.181 -9.384 28.247  -0.45
223 C 1.109 -10.410 29.381  -0.85
224 H 0.875 -11.411 29.043  0.00
225 H 2.086 -10.503 29.862  0.26
226 H 0.355 -10.255 30.173  0.38
227 H 0.302 -8.758 28.245  0.62
228 H 2.062 -8.772 28.441  0.24
229 H 3.089 -10.671 27.405  -0.28
230 C 1.382 -16.593 23.453  -0.68
231 O 2.046 -16.805 22.181  0.23
232 O 2.180 -16.788 24.507  -0.60
233 C 0.633 -15.219 23.312  0.90
234 F 0.667 -14.535 22.128  -0.22
235 F -0.707 -15.396 23.492  -0.37
236 F 1.088 -14.369 24.241  0.18
237 C 2.308 -18.224 21.926  -0.51
238 C 3.020 -18.233 20.576  -0.86
239 H 2.377 -17.637 19.916  0.15
240 H 3.985 -17.733 20.531  0.01
241 H 3.175 -19.206 20.163  0.54
242 H 1.348 -18.780 21.966  0.30
243 H 2.880 -18.581 22.809  0.31
244 H 0.455 -17.397 23.423  0.01

Properties
Net charge: +2
F_max: 0.069 Eh/bohr
E_HOMO: -10.11 eV
Energy: -173233.4587 eV